The following is a DFT calculation (wB97M-V/def2-TZVPD) of 6 unconnected molecules or ions with the total composition C4H20O6 in a non-equilibrium geometry.

```
30
Properties=species:S:1:pos:R:3
C -0.28205 -2.23879 2.89947
C -1.55888 -1.52813 2.56299
O -2.46219 -1.56352 3.65976
H 0.42233 -2.28187 2.06297
H -0.44824 -3.24400 3.27510
H 0.24257 -1.64659 3.65616
H -2.11760 -1.89171 1.69345
H -1.35014 -0.48876 2.25510
H -2.42018 -0.73248 4.13751
C 2.08709 1.37120 -0.26667
C 0.99303 0.37974 0.04486
O 0.76238 -0.46029 -1.10510
H 1.69686 2.12092 -0.95762
H 2.93086 0.82223 -0.66916
H 2.33682 1.95211 0.62604
H 0.06024 0.87337 0.34160
H 1.21843 -0.27351 0.88946
H -0.04319 -0.17965 -1.54677
O 2.67140 -1.60437 -2.82611
H 3.36256 -1.88062 -2.21905
H 1.98937 -1.19537 -2.26543
O 2.62404 4.91449 -1.26281
H 1.68758 5.12478 -1.20570
H 2.66075 3.95625 -1.34055
O -2.89878 1.12149 -1.96290
H -2.23862 1.58472 -2.48958
H -3.15718 1.75235 -1.28298
O -3.12471 -1.84542 -2.01660
H -3.00178 -1.85436 -2.96984
H -2.64279 -1.06419 -1.71758
```

## Properties
Highest occupied orbital energy ... -10.57 eV
Structure (SMILES) ... CCO.CCO.O.O.O.O
Kohn-Sham gap ... 10.29 eV
Relative energy (zero: lowest compared OMol25 entry of this formula, charge and spin) ... 69.5 kJ/mol
DFT total energy ... -615.7911 a.u.

Atom charges from the Löwdin analysis, given in e for atoms 1 to 2:
1. C -0.091
2. C -0.337